Below is C15H17N2O5SSe5SiTa as an isolated structure at a distorted geometry, with properties calculated with ωB97M-V with the def2-TZVPD basis set.

Calculated values
Strongest force on any atom   1.4 eV/Å
2S+1   1
Gap between HOMO and LUMO   6.51 eV
Energy above the lowest of the compared OMol25 structures with the same formula, charge and spin   0.9779 eV
HOMO   -7.5 eV
LUMO level   -0.03490 Eh
Electronic energy   -13819.59150 a.u.

CARTESIAN COORDINATES (ANGSTROEM)
H  -1.87  -3.42  4.14
Si  -3.24  -2.82  2.18
H  -1.73  4.75  -1.09
C  -0.02  0.79  -3.84
C  1.42  1.70  1.82
C  -1.53  -1.48  -4.04
N  -0.33  2.14  0.41
H  -0.12  5.94  0.42
C  0.56  2.74  1.19
H  -4.32  -1.47  3.94
Se  1.50  -2.03  0.23
H  -4.19  -2.87  -0.09
H  1.41  4.59  1.87
C  -2.24  -3.95  3.27
H  -1.38  -4.34  2.72
C  -0.95  -1.15  -2.80
O  -2.68  2.39  -2.14
Se  2.78  1.42  0.17
Ta  -0.25  -0.11  0.26
H  -0.43  1.14  -5.88
O  0.77  0.52  1.89
H  0.59  1.66  -3.63
H  -2.82  -3.97  0.05
H  2.50  1.25  3.28
Se  4.28  0.11  1.29
H  -4.39  -4.45  0.71
C  -1.08  4.21  -0.43
C  -1.35  -0.68  -5.13
C  0.68  4.12  1.23
C  -0.17  4.86  0.41
C  -2.04  1.94  -1.21
Se  2.94  -1.70  2.02
O  -2.01  0.72  -0.79
Se  -1.83  -1.07  1.76
C  -1.13  2.84  -0.40
O  0.43  0.32  -1.65
N  -0.22  -0.01  -2.77
C  -4.67  -2.03  3.06
H  -2.12  -2.38  -4.09
O  2.13  2.06  2.91
H  -2.84  -4.80  3.61
H  -5.38  -2.78  3.40
C  -3.71  -3.60  0.56
H  -1.81  -0.95  -6.07
S  -1.14  -2.03  -1.35
H  -5.18  -1.34  2.40
C  -0.58  0.48  -5.04